<one>
DFT (the ωB97M-V functional and the def2-TZVPD basis) results for a single C6H11N molecule.

Each atom is followed by the atoms it is bonded to, with distances in Å.
Geometry (Å):
1 C -0.989 -0.192 -1.715  C2 1.557, H8 1.093, H9 1.108, H10 1.094
2 C -0.657 0.211 -0.249  C1 1.557, C3 1.553, C4 1.651, H11 1.098
3 C -1.300 -0.884 0.644  C2 1.553, H12 1.099, H13 1.095, H14 1.100
4 C 0.956 0.486 -0.026  C2 1.651, C5 1.568, C6 1.462, H15 1.110
5 C 1.461 1.237 1.255  C4 1.568, H16 1.108, H17 1.095, H18 1.093
6 C 1.497 -0.871 -0.035  C4 1.462, N7 1.156
7 N 1.712 -2.007 -0.046  C6 1.156
8 H -0.849 0.627 -2.426  C1 1.093
9 H -2.021 -0.556 -1.892  C1 1.108
10 H -0.344 -1.029 -1.995  C1 1.094
11 H -1.192 1.134 0.009  C2 1.098
12 H -2.379 -0.834 0.445  C3 1.099
13 H -1.167 -0.732 1.720  C3 1.095
14 H -0.970 -1.908 0.415  C3 1.100
15 H 1.444 1.013 -0.872  C4 1.110
16 H 2.562 1.337 1.308  C5 1.108
17 H 1.067 2.258 1.292  C5 1.095
18 H 1.172 0.711 2.168  C5 1.093

2S+1 = 1
highest occupied orbital energy = -11.220 eV
gap between HOMO and LUMO = 0.447 Ha
E_LUMO = 0.93 eV

Computed Mulliken charges, given in elementary charges: number 1, C, carries -1.418; number 2, C, carries 0.450; number 3, C, carries -1.525; number 4, C, carries 0.474; number 5, C, carries -1.412; number 6, C, carries 0.048; number 7, N, carries -0.498; number 8, H, carries 0.346; number 9, H, carries 0.394; number 10, H, carries 0.346; number 11, H, carries 0.315; number 12, H, carries 0.428; number 13, H, carries 0.346; number 14, H, carries 0.359; number 15, H, carries 0.293; number 16, H, carries 0.391; number 17, H, carries 0.358; number 18, H, carries 0.305

<two>
DFT (the ωB97M-V functional and the def2-TZVPD basis) results for a single C6H11N molecule.

Each atom is followed by the atoms it is bonded to, with distances in Å.
Geometry (Å):
1 C 3.032 0.504 -1.256  C2 1.343, H8 1.088, H9 1.080
2 C 1.921 0.765 -0.548  C1 1.343, N3 1.373, H10 1.101
3 N 0.680 1.146 -0.996  C2 1.373, C4 1.447, H11 1.012
4 C -0.500 0.993 -0.173  N3 1.447, C5 1.493, H12 1.103, H13 1.087
5 C -0.830 -0.357 0.376  C4 1.493, C6 1.332, H14 1.093
6 C -1.840 -0.673 1.185  C5 1.332, C7 1.499, H15 1.083
7 C -2.180 -2.115 1.411  C6 1.499, H16 1.093, H17 1.080, H18 1.111
8 H 2.811 0.206 -2.279  C1 1.088
9 H 4.095 0.509 -1.065  C1 1.080
10 H 2.032 0.624 0.539  C2 1.101
11 H 0.599 0.971 -1.989  N3 1.012
12 H -0.400 1.711 0.658  C4 1.103
13 H -1.244 1.511 -0.773  C4 1.087
14 H -0.156 -1.138 0.015  C5 1.093
15 H -2.497 0.127 1.504  C6 1.083
16 H -3.264 -2.204 1.522  C7 1.093
17 H -1.920 -2.825 0.640  C7 1.080
18 H -1.901 -2.427 2.440  C7 1.111

2S+1 = 1
highest occupied orbital energy = -7.879 eV
gap between HOMO and LUMO = 0.330 Ha
E_LUMO = 1.11 eV

Computed Mulliken charges, given in elementary charges: number 1, C, carries -0.906; number 2, C, carries 0.155; number 3, N, carries -0.232; number 4, C, carries -0.818; number 5, C, carries -0.189; number 6, C, carries -0.122; number 7, C, carries -1.173; number 8, H, carries 0.145; number 9, H, carries 0.267; number 10, H, carries 0.281; number 11, H, carries 0.235; number 12, H, carries 0.296; number 13, H, carries 0.427; number 14, H, carries 0.310; number 15, H, carries 0.358; number 16, H, carries 0.339; number 17, H, carries 0.350; number 18, H, carries 0.276

<three>
DFT (the ωB97M-V functional and the def2-TZVPD basis) results for a single C6H11N molecule.

Each atom is followed by the atoms it is bonded to, with distances in Å.
Geometry (Å):
1 C -0.814 -2.888 -0.852  C2 1.501, H8 1.089, H9 1.091, H10 1.094
2 C -0.333 -2.186 0.384  C1 1.501, C3 1.338, H11 1.091
3 C -0.829 -1.063 0.916  C2 1.338, C4 1.472, H12 1.096
4 C -0.137 0.199 1.225  C3 1.472, C5 1.353, H13 1.089
5 C 0.552 0.823 0.242  C4 1.353, N6 1.373, H14 1.087
6 N 0.684 2.177 0.056  C5 1.373, C7 1.470, H15 1.006
7 C 0.855 2.666 -1.320  N6 1.470, H16 1.088, H17 1.089, H18 1.089
8 H -1.669 -2.377 -1.292  C1 1.089
9 H -0.016 -2.872 -1.595  C1 1.091
10 H -1.063 -3.942 -0.694  C1 1.094
11 H 0.645 -2.529 0.723  C2 1.091
12 H -1.910 -0.921 0.805  C3 1.096
13 H -0.172 0.685 2.198  C4 1.089
14 H 0.966 0.147 -0.501  C5 1.087
15 H 0.002 2.718 0.562  N6 1.006
16 H -0.045 3.183 -1.645  C7 1.088
17 H 1.049 1.812 -1.967  C7 1.089
18 H 1.747 3.287 -1.379  C7 1.089

2S+1 = 1
highest occupied orbital energy = -7.397 eV
gap between HOMO and LUMO = 0.312 Ha
E_LUMO = 1.09 eV

Computed Mulliken charges, given in elementary charges: number 1, C, carries -1.058; number 2, C, carries -0.082; number 3, C, carries -0.322; number 4, C, carries -0.719; number 5, C, carries 0.018; number 6, N, carries -0.338; number 7, C, carries -0.751; number 8, H, carries 0.335; number 9, H, carries 0.262; number 10, H, carries 0.332; number 11, H, carries 0.352; number 12, H, carries 0.233; number 13, H, carries 0.345; number 14, H, carries 0.303; number 15, H, carries 0.279; number 16, H, carries 0.273; number 17, H, carries 0.298; number 18, H, carries 0.240

<four>
DFT (the ωB97M-V functional and the def2-TZVPD basis) results for a single C6H11N molecule.

Each atom is followed by the atoms it is bonded to, with distances in Å.
Geometry (Å):
1 C -1.944 -0.853 2.219  C2 1.477, H8 1.101, H9 1.091, H10 1.099
2 C -1.181 -0.331 1.067  C1 1.477, C3 1.329, H11 1.096
3 C 0.138 -0.259 0.919  C2 1.329, C4 1.507, H12 1.102
4 C 0.918 0.088 -0.323  C3 1.507, C5 1.479, C6 1.365
5 C 0.838 -0.847 -1.465  C4 1.479, H13 1.090, H14 1.108, H15 1.100
6 C 1.017 1.429 -0.558  C4 1.365, N7 1.390, H16 1.085
7 N 1.675 2.031 -1.623  C6 1.390, H17 1.008, H18 1.013
8 H -1.473 -0.620 3.186  C1 1.101
9 H -2.915 -0.367 2.320  C1 1.091
10 H -2.062 -1.945 2.175  C1 1.099
11 H -1.664 -0.419 0.087  C2 1.096
12 H 0.792 -0.761 1.650  C3 1.102
13 H 1.387 -0.563 -2.363  C5 1.090
14 H 1.224 -1.859 -1.229  C5 1.108
15 H -0.228 -1.008 -1.681  C5 1.100
16 H 0.391 2.120 -0.001  C6 1.085
17 H 1.927 1.367 -2.339  N7 1.008
18 H 1.160 2.798 -2.040  N7 1.013

2S+1 = 1
highest occupied orbital energy = -7.773 eV
gap between HOMO and LUMO = 0.322 Ha
E_LUMO = 1.00 eV

Computed Mulliken charges, given in elementary charges: number 1, C, carries -1.243; number 2, C, carries 0.095; number 3, C, carries -0.314; number 4, C, carries 0.212; number 5, C, carries -1.044; number 6, C, carries -0.346; number 7, N, carries -0.493; number 8, H, carries 0.334; number 9, H, carries 0.335; number 10, H, carries 0.261; number 11, H, carries 0.284; number 12, H, carries 0.297; number 13, H, carries 0.367; number 14, H, carries 0.273; number 15, H, carries 0.186; number 16, H, carries 0.302; number 17, H, carries 0.239; number 18, H, carries 0.254

Stability, descending: <one>, <four>, <two>, <three>

<one>
DFT (the ωB97M-V functional and the def2-TZVPD basis) results for a single C6H11N molecule.

Each atom is followed by the atoms it is bonded to, with distances in Å.
Geometry (Å):
1 C -0.959 -3.022 -1.792  C2 1.324, H8 1.084, H9 1.084
2 C -0.546 -2.271 -0.784  C1 1.324, N3 1.432, H10 1.093
3 N -0.770 -0.857 -0.788  C2 1.432, C4 1.496, H11 1.011
4 C 0.421 -0.038 -0.402  N3 1.496, C5 1.519, H12 1.102, H13 1.095
5 C 0.036 1.066 0.568  C4 1.519, C6 1.331, H14 1.083
6 C 0.993 1.854 1.052  C5 1.331, C7 1.514, H15 1.083
7 C 0.686 3.069 1.901  C6 1.514, H16 1.083, H17 1.090, H18 1.093
8 H -1.360 -2.600 -2.707  C1 1.084
9 H -1.023 -4.104 -1.794  C1 1.084
10 H -0.263 -2.806 0.126  C2 1.093
11 H -1.387 -0.766 0.007  N3 1.011
12 H 1.232 -0.708 -0.077  C4 1.102
13 H 0.839 0.371 -1.327  C4 1.095
14 H -1.034 1.225 0.515  C5 1.083
15 H 1.985 1.435 0.937  C6 1.083
16 H 0.713 2.949 2.978  C7 1.083
17 H 1.339 3.888 1.602  C7 1.090
18 H -0.319 3.430 1.667  C7 1.093

2S+1 = 1
highest occupied orbital energy = -9.154 eV
gap between HOMO and LUMO = 0.378 Ha
E_LUMO = 1.12 eV

Computed Mulliken charges, given in elementary charges: number 1, C, carries -0.761; number 2, C, carries -0.029; number 3, N, carries -0.438; number 4, C, carries -0.477; number 5, C, carries -0.211; number 6, C, carries -0.092; number 7, C, carries -1.117; number 8, H, carries 0.265; number 9, H, carries 0.247; number 10, H, carries 0.335; number 11, H, carries 0.240; number 12, H, carries 0.332; number 13, H, carries 0.231; number 14, H, carries 0.236; number 15, H, carries 0.346; number 16, H, carries 0.282; number 17, H, carries 0.323; number 18, H, carries 0.288

<two>
DFT (the ωB97M-V functional and the def2-TZVPD basis) results for a single C6H11N molecule.

Each atom is followed by the atoms it is bonded to, with distances in Å.
Geometry (Å):
1 C -0.696 -0.378 2.785  C2 1.335, H8 1.083, H9 1.085
2 C -0.295 -1.181 1.797  C1 1.335, C3 1.541, H10 1.077
3 C 0.716 -0.608 0.786  C2 1.541, C4 1.504, H11 1.098, H12 1.100
4 C 0.070 0.018 -0.420  C3 1.504, C5 1.510, C6 1.368
5 C -0.467 1.428 -0.473  C4 1.510, H13 1.098, H14 1.085, H15 1.097
6 C 0.348 -0.567 -1.624  C4 1.368, N7 1.440, H16 1.084
7 N -0.091 0.002 -2.872  C6 1.440, H17 1.019, H18 1.015
8 H -1.067 -0.656 3.764  C1 1.083
9 H -0.414 0.664 2.680  C1 1.085
10 H -0.842 -2.014 1.388  C2 1.077
11 H 1.372 -1.460 0.568  C3 1.098
12 H 1.333 0.180 1.243  C3 1.100
13 H -1.145 1.603 0.373  C5 1.098
14 H -0.948 1.672 -1.414  C5 1.085
15 H 0.267 2.239 -0.400  C5 1.097
16 H 1.122 -1.323 -1.695  C6 1.084
17 H 0.387 0.901 -2.865  N7 1.019
18 H 0.351 -0.520 -3.622  N7 1.015

2S+1 = 1
highest occupied orbital energy = -8.227 eV
gap between HOMO and LUMO = 0.339 Ha
E_LUMO = 0.99 eV

Computed Mulliken charges, given in elementary charges: number 1, C, carries -0.688; number 2, C, carries -0.206; number 3, C, carries -0.908; number 4, C, carries 0.828; number 5, C, carries -1.430; number 6, C, carries -0.329; number 7, N, carries -0.635; number 8, H, carries 0.302; number 9, H, carries 0.208; number 10, H, carries 0.346; number 11, H, carries 0.307; number 12, H, carries 0.352; number 13, H, carries 0.343; number 14, H, carries 0.433; number 15, H, carries 0.289; number 16, H, carries 0.253; number 17, H, carries 0.245; number 18, H, carries 0.291

<three>
DFT (the ωB97M-V functional and the def2-TZVPD basis) results for a single C6H11N molecule.

Each atom is followed by the atoms it is bonded to, with distances in Å.
Geometry (Å):
1 C -0.191 -1.728 -0.899  C2 1.514, N7 1.487, H9 1.100, H10 1.099
2 C 0.569 -0.528 -1.423  C1 1.514, C3 1.526, H11 1.098, H12 1.094
3 C 0.003 0.710 -0.734  C2 1.526, C4 1.530, H13 1.094, H14 1.101
4 C 0.314 0.662 0.763  C3 1.530, C5 1.536, C6 1.528, H15 1.105
5 C -0.368 1.819 1.509  C4 1.536, H16 1.099, H17 1.096, H18 1.094
6 C 0.027 -0.679 1.437  C4 1.528, N7 1.323
7 N -0.198 -1.667 0.587  C1 1.487, C6 1.323, H8 1.012
8 H -0.394 -2.576 0.987  N7 1.012
9 H -1.227 -1.738 -1.272  C1 1.100
10 H 0.264 -2.679 -1.206  C1 1.099
11 H 1.628 -0.653 -1.160  C2 1.098
12 H 0.508 -0.456 -2.513  C2 1.094
13 H 0.392 1.628 -1.186  C3 1.094
14 H -1.090 0.721 -0.863  C3 1.101
15 H 1.402 0.805 0.892  C4 1.105
16 H -0.120 2.780 1.038  C5 1.099
17 H -1.459 1.715 1.485  C5 1.096
18 H -0.059 1.864 2.557  C5 1.094

2S+1 = 1
highest occupied orbital energy = -7.713 eV
gap between HOMO and LUMO = 0.318 Ha
E_LUMO = 0.94 eV

Computed Mulliken charges, given in elementary charges: number 1, C, carries -0.585; number 2, C, carries -0.561; number 3, C, carries -0.874; number 4, C, carries 0.953; number 5, C, carries -1.462; number 6, C, carries -0.955; number 7, N, carries 0.034; number 8, H, carries 0.257; number 9, H, carries 0.265; number 10, H, carries 0.354; number 11, H, carries 0.299; number 12, H, carries 0.319; number 13, H, carries 0.348; number 14, H, carries 0.310; number 15, H, carries 0.201; number 16, H, carries 0.349; number 17, H, carries 0.354; number 18, H, carries 0.394

<four>
DFT (the ωB97M-V functional and the def2-TZVPD basis) results for a single C6H11N molecule.

Each atom is followed by the atoms it is bonded to, with distances in Å.
Geometry (Å):
1 C -0.260 2.690 0.660  C2 1.330, H8 1.080, H9 1.076
2 C 0.106 1.416 0.763  C1 1.330, C3 1.470, H10 1.086
3 C 0.122 0.434 -0.331  C2 1.470, N4 1.436, C5 1.348
4 N 0.784 0.839 -1.539  C3 1.436, H11 1.005, H12 1.003
5 C -0.157 -0.873 -0.157  C3 1.348, C6 1.507, C7 1.505
6 C 0.569 -1.975 -0.882  C5 1.507, H13 1.083, H14 1.079, H15 1.096
7 C -0.939 -1.270 1.065  C5 1.505, H16 1.092, H17 1.097, H18 1.092
8 H -0.037 3.308 1.517  C1 1.080
9 H -0.752 3.138 -0.185  C1 1.076
10 H 0.374 1.019 1.737  C2 1.086
11 H 1.075 1.791 -1.398  N4 1.005
12 H 0.315 0.414 -2.316  N4 1.003
13 H 0.562 -1.834 -1.956  C6 1.083
14 H 0.163 -2.939 -0.614  C6 1.079
15 H 1.619 -1.984 -0.569  C6 1.096
16 H -1.386 -2.263 0.974  C7 1.092
17 H -0.336 -1.253 1.982  C7 1.097
18 H -1.823 -0.656 1.248  C7 1.092

2S+1 = 1
highest occupied orbital energy = -7.455 eV
gap between HOMO and LUMO = 0.310 Ha
E_LUMO = 0.99 eV

Computed Mulliken charges, given in elementary charges: number 1, C, carries -0.814; number 2, C, carries -0.455; number 3, C, carries 0.844; number 4, N, carries -0.548; number 5, C, carries 0.487; number 6, C, carries -1.252; number 7, C, carries -1.629; number 8, H, carries 0.262; number 9, H, carries 0.312; number 10, H, carries 0.227; number 11, H, carries 0.274; number 12, H, carries 0.234; number 13, H, carries 0.326; number 14, H, carries 0.367; number 15, H, carries 0.276; number 16, H, carries 0.430; number 17, H, carries 0.284; number 18, H, carries 0.375

Stability, descending: <four>, <three>, <one>, <two>